[1]
An isolated molecule of C3H5IO. Source: the Open Molecules 2025 dataset; level of theory: ωB97M-V/def2-TZVPD.

- Structure (SMILES): C=C(I)OC
- Highest occupied orbital energy (spin up / spin down): -0.3077 / -0.2820 Eh
- E: -490.06841 Eh
- Max |F|: 6.9 eV/Å
- ΔE to the lowest compared entry with this formula, charge and spin: 379.5 kJ/mol

Geometry as ORCA input:
```
! wB97M-V def2-TZVPD RIJCOSX def2/J DEFGRID3
* xyz 0 1
C -1.050 -0.207 -1.734
C -0.658 -1.440 -0.413
I -1.362 -3.337 -0.906
O 0.298 -1.447 0.478
C 0.547 -0.285 1.247
H -1.980 -0.444 -2.203
H -0.806 0.798 -1.440
H 1.132 -0.627 2.104
H -0.394 0.157 1.585
H 1.118 0.448 0.672
*
```

=====

[2]
A cluster of 2 separate species, C3H5IO in total. Source: the Open Molecules 2025 dataset; level of theory: ωB97M-V/def2-TZVPD.

- Highest occupied orbital energy (spin up / spin down): -0.2887 / -0.2889 Eh
- E: -490.00420 Eh
- Max |F|: 5.2 eV/Å
- ΔE to the lowest compared entry with this formula, charge and spin: 548.0 kJ/mol

Geometry as ORCA input:
```
! wB97M-V def2-TZVPD RIJCOSX def2/J DEFGRID3
* xyz 0 1
C 1.585 -0.611 -0.867
C -0.207 -1.020 0.136
C -0.867 1.190 0.381
O -1.147 -0.181 0.447
I -0.913 -2.997 -0.151
H 2.059 -1.515 -0.578
H 1.868 0.322 -0.439
H 0.188 1.441 0.290
H -1.055 1.856 1.162
H -1.511 1.515 -0.382
*
```

=====

[3]
A structure of composition C3H5IO. Source: the Open Molecules 2025 dataset; level of theory: ωB97M-V/def2-TZVPD.

- Highest occupied orbital energy (spin up / spin down): -0.3113 / -0.3113 Eh
- E: -490.15552 Eh
- Max |F|: 4.5 eV/Å
- ΔE to the lowest compared entry with this formula, charge and spin: 150.8 kJ/mol

Geometry as ORCA input:
```
! wB97M-V def2-TZVPD RIJCOSX def2/J DEFGRID3
* xyz 0 1
C 1.262 -1.211 -0.128
C 0.245 -0.419 -0.481
C -0.325 0.677 0.459
O -0.500 1.747 -0.297
I -2.860 -0.542 0.463
H 1.726 -1.930 -0.846
H 1.871 -1.248 0.871
H -0.257 -0.407 -1.398
H -0.166 0.777 1.483
H -0.997 2.555 -0.125
*
```

=====

[4]
An isolated molecule of C3H5IO. Source: the Open Molecules 2025 dataset; level of theory: ωB97M-V/def2-TZVPD.

- Highest occupied orbital energy (spin up / spin down): -0.1977 / -0.3580 Eh
- ⟨S²⟩: 2.01
- E: -490.01977 Eh
- Max |F|: 4.3 eV/Å
- ΔE to the lowest compared entry with this formula, charge and spin: 154.5 kJ/mol

Geometry as ORCA input:
```
! wB97M-V def2-TZVPD RIJCOSX def2/J DEFGRID3
* xyz 0 3
C -0.758 -0.781 1.136
C 0.400 -0.268 0.773
C 0.857 0.191 -0.815
O 0.640 1.507 -1.026
I 1.733 0.895 2.088
H -1.000 -1.104 2.152
H -1.285 -1.301 0.278
H 0.375 -0.341 -1.602
H 1.875 -0.039 -0.822
H 1.437 1.941 -0.806
*
```

=====

[5]
An isolated molecule of C3H5IO. Source: the Open Molecules 2025 dataset; level of theory: ωB97M-V/def2-TZVPD.

- Highest occupied orbital energy (spin up / spin down): -0.2158 / -0.3683 Eh
- ⟨S²⟩: 2.01
- E: -490.01594 Eh
- Max |F|: 9.7 eV/Å
- ΔE to the lowest compared entry with this formula, charge and spin: 164.6 kJ/mol

Geometry as ORCA input:
```
! wB97M-V def2-TZVPD RIJCOSX def2/J DEFGRID3
* xyz 0 3
C 0.731 0.763 0.065
C 0.104 -0.455 0.555
C -0.974 -1.088 0.281
O 0.665 1.031 -1.287
I -2.770 -0.146 -0.067
H 0.690 1.627 0.805
H 1.801 0.625 0.407
H 0.843 -1.155 0.944
H -0.936 -2.059 0.037
H -0.154 0.857 -1.741
*
```

=====

[6]
A structure of composition C3H5IO2S. Source: the Open Molecules 2025 dataset; level of theory: ωB97M-V/def2-TZVPD.

- Highest occupied orbital energy: -0.3686 Eh
- E: -963.58150 Eh
- Max |F|: 5.3 eV/Å
- ΔE to the lowest compared entry with this formula, charge and spin: 56.9 kJ/mol

Geometry as ORCA input:
```
! wB97M-V def2-TZVPD RIJCOSX def2/J DEFGRID3
* xyz 0 1
C 0.075 -0.554 1.229
C 0.116 -0.545 -1.214
C -0.738 0.184 -0.169
O 2.290 0.107 -0.082
O 1.822 -2.274 -0.063
S 1.320 -0.957 0.007
I -2.767 -0.218 0.030
H 0.506 0.192 1.791
H -0.622 -1.190 1.647
H -0.477 -1.449 -1.243
H 0.646 -0.116 -2.108
H -0.660 1.329 -0.092
*
```